Density functional theory data (ωB97M-V with the def2-TZVPD basis set) for a structure of composition C3H6BrI in a non-equilibrium geometry.

Values from the calculation:
Electronic energy   -81347.203 eV
Energy relative to the best compared isomer or geometry (same formula, charge and spin)   100.8 kcal/mol
Highest occupied orbital energy   -8.897 eV
Gap between HOMO and LUMO   8.01 eV

Cartesian coordinates (Å):
1 C 1.80052 1.66967 -0.02970
2 C -1.95285 -1.64760 0.31269
3 C 1.04031 0.64322 -0.86348
4 Br -3.09854 -0.02670 0.23439
5 I 2.26746 -0.98735 -0.94162
6 H 1.36477 1.38494 1.03308
7 H 2.83968 1.74660 -0.23314
8 H 1.28180 2.68940 -0.27870
9 H -1.65986 -1.74864 1.35009
10 H -1.28708 -1.28462 -0.45066
11 H -2.59620 -2.43892 -0.13295


Density functional theory data (ωB97M-V with the def2-TZVPD basis set) for the ion C20H40NO with charge +1 in a non-equilibrium geometry.

Values from the calculation:
Charge   +1
Electronic energy   -24918.731 eV
Highest occupied orbital energy   -12.613 eV
Gap between HOMO and LUMO   9.92 eV

Cartesian coordinates (Å):
1 C 6.24790 -0.21593 0.82872
2 C 5.80500 0.51946 -0.14737
3 C 4.49406 1.24474 0.04970
4 N 3.54330 1.03709 -1.08399
5 C 3.68732 -0.30794 -1.78036
6 C 2.25210 -0.66192 -2.23243
7 C 1.76358 -2.03034 -1.75642
8 C 1.36049 -2.11224 -0.26649
9 C 2.48231 -2.69570 0.62815
10 C 1.87401 -3.53753 1.75215
11 O 1.42599 0.45880 -1.84285
12 C 2.08319 1.08118 -0.79941
13 C 1.43927 2.45256 -0.59122
14 C 0.47901 2.46136 0.58928
15 C -0.75566 1.58200 0.36890
16 C -1.53182 1.37294 1.67697
17 C -2.70646 0.39888 1.50864
18 C -4.07817 1.11045 1.41735
19 C -4.63872 1.26377 -0.00175
20 C -4.80211 -0.03392 -0.77889
21 C -5.98686 -0.88950 -0.33040
22 C -7.34580 -0.16258 -0.45205
23 H 6.91077 -1.04555 0.63946
24 H 5.93116 -0.01851 1.84403
25 H 6.38853 0.64610 -1.04900
26 H 4.71943 2.30553 0.16318
27 H 4.00080 0.90134 0.94999
28 H 3.79819 1.68177 -1.83820
29 H 4.42814 -0.26398 -2.56534
30 H 3.91426 -1.09462 -1.07184
31 H 2.15195 -0.70266 -3.31667
32 H 0.92222 -2.30700 -2.38643
33 H 2.57585 -2.73463 -1.93909
34 H 0.97585 -1.17814 0.12917
35 H 0.54756 -2.83432 -0.21738
36 H 3.03376 -1.84878 1.05531
37 H 3.20899 -3.25466 0.04214
38 H 1.10784 -2.93000 2.22499
39 H 1.41813 -4.41447 1.30129
40 H 2.61874 -3.82027 2.48963
41 H 1.98913 0.58526 0.17664
42 H 0.90489 2.78476 -1.47674
43 H 2.22824 3.18897 -0.39948
44 H 0.96204 2.12001 1.50857
45 H 0.10849 3.46530 0.78499
46 H -0.44428 0.60803 -0.01110
47 H -1.44536 2.04462 -0.33640
48 H -1.86103 2.34414 2.04339
49 H -0.81155 1.00527 2.41255
50 H -2.52399 -0.31475 0.70861
51 H -2.72585 -0.18531 2.42866
52 H -4.77185 0.58294 2.06704
53 H -3.93759 2.11600 1.80576
54 H -4.00569 1.94806 -0.57133
55 H -5.59298 1.77979 0.09000
56 H -3.89846 -0.64151 -0.75739
57 H -4.95536 0.20352 -1.83335
58 H -5.83604 -1.29756 0.66676
59 H -6.04271 -1.74299 -1.00382
60 H -8.00415 -0.74677 -1.09213
61 H -7.85453 -0.07851 0.50254
62 H -7.22543 0.80796 -0.92525


Density functional theory data (ωB97M-V with the def2-TZVPD basis set) for a structure of composition C8H21I2MoOP2 in a non-equilibrium geometry.

Values from the calculation:
Charge   +3
Spin multiplicity   3
Electronic energy   -47287.149 eV
Energy relative to the best compared isomer or geometry (same formula, charge and spin)   19.6 kcal/mol
Highest occupied orbital energy (spin up / spin down)   -20.714 / -20.485 eV
Gap between HOMO and LUMO (spin up / spin down)   7.21 / 5.75 eV

Cartesian coordinates (Å):
1 C -0.88707 2.00280 -1.35041
2 I -2.21427 -0.82352 1.62030
3 H -1.93295 1.92130 -1.00986
4 H -0.85864 1.97158 -2.44260
5 H -0.48129 2.94793 -0.96716
6 Mo -0.36650 0.35649 -0.12750
7 P -0.82693 -1.28874 -1.67429
8 C 0.27361 -1.15832 -3.14276
9 C -0.74972 -3.10941 -1.44464
10 H -1.03434 -3.62603 -2.37456
11 H -2.54699 -1.74063 -3.35113
12 H -1.41445 -3.41750 -0.63393
13 H -3.24133 -1.54337 -1.71255
14 H 1.24183 -1.60933 -2.91136
15 H 0.26841 -3.41556 -1.16915
16 C -2.49722 -1.16229 -2.41811
17 H -0.19508 -1.68747 -3.98217
18 H -2.75456 -0.12129 -2.62867
19 H 0.44933 -0.11669 -3.41852
20 P 0.69749 0.86976 2.11330
21 C 2.30934 1.72654 1.92844
22 C -0.24266 1.99897 3.19892
23 H 0.34817 -1.01033 3.65664
24 H 1.61078 0.10263 4.25001
25 H 1.97164 -1.05592 2.94775
26 C 1.19942 -0.39242 3.35810
27 H -1.09823 1.48061 3.63684
28 H 0.40620 2.37219 3.99819
29 H 2.55553 2.21174 2.88068
30 H 2.25493 2.47263 1.13080
31 H -0.62086 2.84691 2.62622
32 H 3.07964 0.99521 1.66737
33 C 1.34741 1.12575 -1.01077
34 O 2.26308 1.59887 -1.57613
35 I 1.68629 -1.72306 0.33271


Density functional theory data (ωB97M-V with the def2-TZVPD basis set) for an isolated molecule of C4H9N3S in a non-equilibrium geometry.

Values from the calculation:
Electronic energy   -19598.161 eV
Energy relative to the best compared isomer or geometry (same formula, charge and spin)   34.0 kcal/mol
Highest occupied orbital energy   -8.736 eV
Gap between HOMO and LUMO   9.43 eV

Cartesian coordinates (Å):
1 H -0.47157 -0.50066 1.56860
2 N -0.16376 0.43068 1.85912
3 C 0.24362 1.09805 0.87626
4 N 0.52949 2.46240 0.94707
5 C 0.58040 0.46904 -0.46157
6 C 1.54488 -0.68671 -0.23879
7 S -0.89146 0.10972 -1.54840
8 N -1.29511 -1.30758 -0.67842
9 C -2.47895 -1.77832 -0.91412
10 H 0.58129 2.84222 1.86560
11 H 1.28726 2.76699 0.29894
12 H 1.08938 1.11193 -1.14261
13 H 2.20490 -0.26984 0.59159
14 H 1.08780 -1.58675 0.17113
15 H 2.12555 -1.08480 -1.14888
16 H -3.21865 -1.28376 -1.56581
17 H -2.75506 -2.79261 -0.47969


Density functional theory data (ωB97M-V with the def2-TZVPD basis set) for a cluster of 2 separate species, C3H8O in total.

Values from the calculation:
Electronic energy   -5284.766 eV
Energy relative to the best compared isomer or geometry (same formula, charge and spin)   78.1 kcal/mol
Highest occupied orbital energy   -8.678 eV
Gap between HOMO and LUMO   9.55 eV

Cartesian coordinates (Å):
1 C 1.59160 0.49756 -0.37348
2 C 0.33816 0.42958 0.48131
3 C -1.43682 -1.27637 -0.35668
4 O -2.42660 -0.58070 0.17356
5 H 2.27447 -0.31466 -0.10705
6 H 2.11804 1.44761 -0.24781
7 H 1.34815 0.38581 -1.43692
8 H 0.51788 0.63580 1.53930
9 H -0.44207 1.11708 0.13193
10 H -0.03652 -0.61511 0.47246
11 H -1.16214 -0.69229 -1.26711
12 H -2.68414 -1.03432 0.99047


electronic energy of number 5 (C3H8O)?
-5284.766 eV


electronic energy of number 1 (C3H6BrI)?
-81347.203 eV